# C20H37B2FN4O11S2

A cluster of 2 separate species, C20H37B2FN4O11S2 in total in a non-equilibrium geometry (ωB97M-V/def2-TZVPD, OMol25).

The spin multiplicity is 1. As for the largest force on an atom: 4.36 eV/Å. The value obtained for the LUMO energy is -1.88 eV. As for the gap between HOMO and LUMO: 0.1662 Ha.

Positions of all 77 atoms, in Å:
N  1.48370  5.27481  -0.20608
C  0.02473  1.94973  0.25210
H  2.98501  0.51419  3.20098
C  -0.29491  -0.14223  -0.74623
B  1.45009  0.18242  1.23088
H  0.30870  3.58563  1.58643
H  -1.39867  -1.12324  3.96392
C  1.95523  0.66986  3.50466
C  0.28955  -4.49726  -1.44361
H  2.41650  -0.33959  -2.50672
H  4.14947  2.03080  -2.89927
C  2.53365  -6.88238  0.75368
S  -0.36850  0.44285  -2.56085
H  0.41380  -5.05025  -0.51739
C  -1.72630  0.32041  -0.18123
H  3.59381  2.60384  0.49221
O  1.06109  0.80695  2.37006
C  -4.98430  0.84778  -1.36950
H  -3.26650  -0.39361  1.15956
H  2.24725  -1.16204  4.65239
H  3.08040  3.41340  -3.17696
O  -1.43782  -0.47814  2.04193
H  0.58835  -0.29471  -3.15304
C  0.68589  3.21738  0.63769
C  -3.75252  -0.00726  -1.43692
H  2.37494  -8.63962  0.34556
H  2.52813  1.75236  -3.47292
H  1.01957  -0.04978  5.33406
O  -0.75847  -2.29241  -1.80905
C  3.12078  2.38660  -2.81602
O  -3.55230  1.98472  1.28642
H  4.63298  1.87565  -0.74176
C  1.45430  -0.45514  4.42669
H  1.04923  -1.81356  -0.97412
C  0.82609  0.79217  -0.16616
H  1.86267  -1.65257  1.59550
H  -0.89795  5.15424  -1.69123
F  -2.85822  3.52668  -0.41355
H  -3.90362  -2.05854  -0.86529
H  -5.67986  0.46246  -0.62733
C  -3.99056  -1.44488  -1.76424
H  -2.19856  -1.65753  0.56322
H  -2.28760  -2.20316  2.84226
O  2.70850  -0.11722  -1.62170
H  1.15727  -3.88121  -1.65422
H  0.11096  -5.19170  -2.26178
C  -0.00822  -1.61924  -0.79732
O  -1.89451  3.67074  1.74765
H  0.41798  4.33223  -2.51319
O  2.47928  -5.70417  0.36827
C  0.66132  4.33248  -0.42038
H  -0.82524  3.39322  -1.73086
N  -2.58465  0.53390  -1.28465
H  -0.22215  -2.05011  0.18884
C  -0.91427  -3.60927  -1.33790
S  -2.45446  2.74698  0.84066
H  -5.47129  0.87822  -2.34834
H  -5.01761  -1.56017  -2.10387
H  -3.30070  -1.80769  -2.51857
H  4.20230  3.59442  -0.81040
H  1.42394  5.96907  -0.94952
N  2.64407  2.33596  -1.41626
O  2.78455  -7.35963  1.87987
H  -3.00503  -0.68249  3.39613
H  1.88167  1.61260  4.03920
N  -1.26391  1.69185  0.29373
B  2.09344  1.01920  -1.12176
H  -4.69424  1.86891  -1.15835
O  2.26360  -7.86767  -0.22791
C  -2.06715  -1.16852  3.11230
H  1.73781  3.02569  0.79335
O  -1.96097  -3.95132  -0.83982
H  0.67178  -0.98866  3.89248
C  -2.23128  -0.61180  0.88017
C  3.83023  2.59877  -0.57412
O  2.29834  -0.88747  1.19668
C  -0.23062  4.29706  -1.63913

Mulliken population analysis, charges in e, atoms 1 to 5: N -0.74; C -0.11; H 0.42; C 0.92; B 0.37



# C20H37B3Br2Cl26O6

A cluster of 14 separate species, C20H37B3Br2Cl26O6 in total in a non-equilibrium geometry (ωB97M-V/def2-TZVPD, OMol25).

The spin multiplicity is 1. As for the largest force on an atom: 5.40 eV/Å. The value obtained for the LUMO energy is 0.12 eV. As for the gap between HOMO and LUMO: 0.3645 Ha.

Positions of all 94 atoms, in Å:
Cl  3.93461  1.25696  -8.71045
H  -1.01380  -0.82633  2.04856
Cl  -0.49945  3.26437  8.03141
H  6.55220  -5.77707  -6.90690
H  3.43738  -1.02219  3.93943
Cl  5.19125  -3.86755  -6.66779
B  2.90647  1.72562  2.31187
H  3.50900  8.44855  0.83127
C  8.94447  -8.29407  -6.19432
C  -4.48384  -1.63129  2.00373
Cl  9.00518  -7.09569  -4.89662
H  2.73667  -0.73498  -8.31225
Cl  -7.33009  0.85499  5.84444
C  1.23021  3.91941  0.60710
H  2.76308  -1.08851  -1.87649
H  4.22756  -3.12341  -4.55015
Br  4.51557  2.79309  0.08171
Cl  -7.69414  -0.46629  0.25916
Cl  1.57591  -3.15046  -5.79029
C  -4.33978  3.22890  6.63580
H  5.14718  -4.15471  -3.42394
Cl  4.79270  -1.98613  -2.56212
C  -0.51737  0.13574  1.66601
H  2.03822  4.66698  2.64188
Cl  -2.43144  -1.40395  -4.67568
C  -8.76369  -0.04593  6.34950
Cl  -7.31209  -2.01855  3.71204
C  3.21590  9.49549  0.76611
C  2.44096  4.31750  1.62356
H  -2.77302  -2.06231  -2.43690
B  1.02881  0.24545  2.14179
C  0.03944  -3.20567  -6.66304
O  1.51502  1.52528  2.63366
H  9.83766  -8.19549  -6.80923
C  3.53320  3.15190  1.80560
H  4.33007  3.55444  2.53562
C  -7.80144  1.16366  0.93551
Cl  4.61535  10.45393  0.26709
H  -8.62823  -3.84551  4.41328
Cl  -9.36694  0.53161  7.90745
H  1.65198  3.27398  -0.23603
Cl  0.08732  -4.40327  -7.96328
H  -8.50496  -1.09976  6.43879
Br  3.40922  5.83933  0.70451
Cl  -6.90925  -4.85260  3.15166
Cl  -3.70864  2.03186  5.49941
H  -0.63924  5.38895  9.04554
H  1.95133  0.68312  -7.57119
H  3.15961  0.77697  -1.79780
C  -1.99004  -2.22807  -3.17536
H  8.90653  -9.28981  -5.75526
C  5.48351  -5.58641  -6.96211
H  2.42521  9.61232  0.02650
H  5.11315  -5.84350  -7.95368
H  -7.05569  -3.78765  5.25039
Cl  -4.07038  4.87471  6.04764
O  -0.00634  -0.55268  -0.89051
C  1.00278  0.30782  -1.45524
H  -5.45106  -1.16359  2.17253
H  -1.04819  -1.82096  -2.81131
H  0.42329  3.40003  1.22949
B  3.11517  -0.50008  2.93322
Cl  -1.80260  -3.96754  -3.43490
Cl  3.65213  -0.20900  -6.20442
O  -1.68302  0.93575  -0.33438
Cl  0.94724  5.69857  7.32876
H  -0.75490  -3.47105  -5.96566
H  -4.61347  -2.55228  1.43678
Cl  4.65738  -6.58783  -5.76211
Cl  2.61051  10.02042  2.34178
C  -0.74606  0.19798  0.08832
Cl  -3.46418  -0.52274  1.07842
C  2.56578  -0.09471  -1.33045
H  -8.81700  1.53435  0.80531
H  -1.38523  5.36497  7.42702
H  -1.07599  1.02673  2.12494
C  4.35297  -3.41438  -3.50715
Cl  7.51817  -8.06111  -7.21234
O  3.87267  0.63712  2.44717
H  -9.54295  0.08054  5.59920
O  0.67605  1.37051  -2.05025
Cl  -3.74955  -2.01717  3.56661
Cl  2.84251  -4.12087  -2.91990
C  -7.56022  -3.66976  4.29233
C  2.90273  0.18618  -7.75510
H  -0.15985  -2.22476  -7.09214
H  -5.40979  3.06845  6.76081
Cl  -7.40481  1.16865  2.65860
H  -3.83414  3.10821  7.59284
C  -0.53570  5.03208  8.02198
O  1.94884  -0.88638  2.14114
H  2.80159  -0.16914  -0.20166
H  -7.10168  1.81159  0.40959
H  0.83854  4.92809  0.20352

Mulliken population analysis, charges in e, atoms 1 to 5: Cl -0.17; H 0.34; Cl -0.16; H 0.16; H -0.09



# C20H37Cl10FO15

A cluster of 10 separate species, C20H37Cl10FO15 in total in a non-equilibrium geometry (ωB97M-V/def2-TZVPD, OMol25).

The spin multiplicity is 1. As for the largest force on an atom: 1.05 eV/Å. The energy relative to the best compared isomer or geometry (same formula, charge and spin) is 0.000 eV. The value obtained for the LUMO energy is 0.24 eV. The SMILES is O=C1OC[C@@H](F)O1.COC(=O)OC.COC(=O)OC.COC(=O)OC.COC(=O)OC.ClCCl.ClCCl.ClCCl.ClCCl.ClCCl. As for the gap between HOMO and LUMO: 0.3920 Ha.

Positions of all 83 atoms, in Å:
H  -0.99930  -14.35717  -3.18469
H  1.77087  -12.93576  -7.80924
O  -5.97403  -11.49058  -10.03924
H  -2.57538  -12.24521  -8.64469
H  -6.42444  -10.06221  -8.60746
C  -6.84347  -10.47400  -9.52058
C  0.35863  -9.88621  -9.94040
O  -4.05374  -12.44578  -10.10053
C  2.29015  -9.06785  -5.77090
Cl  0.71369  -14.12333  -11.12935
F  2.92559  -11.00432  -8.43564
H  -2.43174  -13.63195  -9.74257
O  2.30080  -10.93525  -2.80801
H  5.72562  -11.52991  -12.15530
H  -7.80909  -10.93830  -9.34935
Cl  -4.24139  -8.88499  -12.85259
H  3.53656  -14.38452  -11.90953
C  0.56830  -13.85938  -5.07055
H  0.37470  -4.65792  -8.44669
O  -0.81757  -9.74787  -9.96842
H  2.93138  -9.17823  -6.63919
H  -1.02099  -9.35149  -2.92789
C  4.93076  -13.78614  -9.90784
H  1.95437  -12.84060  -12.76773
H  0.32437  -9.36283  -1.74222
H  -2.03679  -12.01118  -10.32052
H  5.02081  -11.81462  -8.13764
H  -2.47576  -9.11346  -11.34160
C  1.96432  -10.24548  -3.72795
O  0.80528  -9.56595  -3.75995
H  2.34426  -8.06634  -5.34807
O  5.39485  -13.81269  -8.67798
C  -0.08692  -13.90106  -2.80777
C  0.95859  -13.25370  -12.65781
Cl  -1.42376  -7.86249  -5.91015
H  6.19471  -10.58489  -13.61672
C  -2.58188  -9.27512  -12.40540
H  -1.82649  -8.80933  -8.05248
H  2.79186  -11.68827  -10.30261
H  -6.96007  -9.69566  -10.27520
H  5.06950  -15.14243  -12.30652
O  4.58716  -15.02293  -10.26052
H  0.49923  -14.62406  -2.24022
H  -2.38761  -10.30814  -12.66275
C  -2.00426  -9.12214  -7.03096
H  2.67130  -14.35006  -7.19816
C  2.37329  -10.89321  -9.69012
O  -0.29258  -14.60885  -5.44372
O  -4.17186  -10.30021  -9.38319
O  0.98856  -11.03135  -9.61238
H  -3.05909  -9.25407  -6.82962
C  0.25808  -5.72362  -8.30702
H  0.73514  -13.96816  -13.44060
H  -0.16137  -10.86342  -2.48175
O  2.70726  -10.03460  -4.80605
Cl  -0.80578  -6.39015  -9.56346
H  1.26992  -9.25434  -6.10338
C  -4.67657  -11.31496  -9.78894
H  6.66830  -12.16988  -8.67803
O  1.53918  -13.32773  -5.80813
C  -2.70048  -12.58201  -9.67158
C  5.54390  -10.64682  -12.75514
Cl  -1.39537  -8.27239  -13.26688
O  1.24274  -8.93822  -10.28205
Cl  -0.24119  -11.95800  -12.78898
H  3.17374  -8.86252  -9.58799
Cl  3.88689  -10.69736  -13.36527
C  -0.06634  -9.79397  -2.66579
H  3.72907  -16.13773  -11.73707
C  4.22281  -15.17859  -11.61740
Cl  -1.19734  -10.65892  -6.70883
H  -0.21187  -5.98217  -7.36728
H  2.98975  -9.50352  -11.24495
Cl  5.88032  -9.25748  -11.70767
H  6.08925  -12.79084  -7.09825
H  0.92385  -14.44083  -7.45300
O  0.69221  -13.34062  -3.85090
H  -0.32907  -13.08505  -2.13033
C  5.81579  -12.55711  -8.12101
C  1.73912  -13.78809  -7.13428
O  4.81789  -12.80355  -10.60672
C  2.57321  -9.48855  -10.24328
Cl  1.87155  -6.44593  -8.37875

Mulliken population analysis, charges in e, atoms 1 to 5: H 0.37; H -0.11; O -0.36; H 0.16; H 0.31